Here is 16 unconnected molecules or ions with the total composition C32H96O16 in a non-equilibrium geometry from the Open Molecules 2025 dataset. Energies are from wB97M-V/def2-TZVPD.

Geometry (Å):
C 2.77758 -4.64367 -0.82793
C 1.75825 -4.10254 -1.80643
O 2.40986 -3.19052 -2.66132
H 3.47350 -5.27508 -1.37873
H 2.30447 -5.16039 0.00911
H 3.33352 -3.83111 -0.35643
H 0.92921 -3.60599 -1.29168
H 1.35750 -4.94546 -2.38062
H 1.75555 -2.68839 -3.16826
C 3.83513 -2.76890 2.25815
C 3.23708 -1.48704 1.63578
O 4.08436 -0.39940 1.95050
H 4.87083 -2.82188 1.92668
H 3.29712 -3.65248 1.91054
H 3.78202 -2.73543 3.34656
H 2.20284 -1.32660 1.96046
H 3.15375 -1.59171 0.55298
H 3.84811 -0.04786 2.81222
C 0.73529 -1.15822 -5.93174
C -0.24716 -1.03492 -4.77437
O 0.16241 -1.86517 -3.71059
H 1.71110 -0.86547 -5.54114
H 0.44357 -0.47739 -6.73325
H 0.79373 -2.15879 -6.35839
H -1.25245 -1.32662 -5.08841
H -0.23883 0.00920 -4.44457
H -0.63005 -2.23669 -3.28599
C 2.08130 2.35503 -3.72342
C 2.90581 1.84454 -4.91000
O 3.90694 2.81601 -5.21359
H 1.22429 1.70381 -3.51970
H 1.65871 3.35280 -3.83557
H 2.59794 2.37352 -2.76166
H 2.23323 1.73518 -5.76177
H 3.40819 0.88037 -4.80464
H 4.59997 2.71992 -4.55409
C -0.19839 -3.73361 1.48555
C -0.12981 -4.83458 2.54130
O 0.51137 -5.99088 2.03357
H -0.82726 -2.89817 1.79585
H -0.61744 -4.12950 0.56115
H 0.77910 -3.26188 1.37029
H -1.16075 -5.06647 2.84112
H 0.28271 -4.46604 3.48628
H 0.50813 -6.62827 2.75443
C -3.73706 -2.43698 1.98145
C -4.10968 -1.77787 0.65844
O -2.97648 -1.54180 -0.17604
H -4.64874 -2.77719 2.47602
H -3.28340 -1.68400 2.62841
H -3.07725 -3.29142 1.84244
H -4.65158 -0.83674 0.79108
H -4.79998 -2.39202 0.07682
H -2.32653 -1.09921 0.40567
C -4.45741 1.19949 3.46547
C -3.98388 1.62846 4.82528
O -3.04502 0.67578 5.34610
H -5.09539 1.98085 3.04641
H -4.95705 0.22919 3.53752
H -3.71084 1.02633 2.68693
H -4.77624 1.74375 5.56655
H -3.45379 2.58069 4.76708
H -3.54127 -0.12565 5.54021
C -0.02312 -0.36300 -0.77103
C -0.25372 0.52505 0.46610
O -1.16357 -0.11339 1.37569
H 0.84022 0.00097 -1.33162
H -0.89101 -0.26385 -1.42274
H 0.21864 -1.40827 -0.57529
H -0.67238 1.46806 0.11092
H 0.65788 0.78846 1.00808
H -1.05681 0.26668 2.25689
C -2.27404 3.50656 1.67947
C -1.33494 4.72088 1.50927
O -0.03519 4.27738 1.14442
H -1.85737 2.86830 2.46156
H -2.34463 2.94472 0.74987
H -3.28462 3.80821 1.96092
H -1.26503 5.29384 2.43783
H -1.68223 5.36917 0.70554
H 0.31165 3.75899 1.89442
C -0.47543 -1.67611 4.67147
C 0.25975 -0.34752 4.69842
O -0.60351 0.66806 4.19248
H -0.90214 -1.90921 3.69687
H -1.27472 -1.78889 5.40480
H 0.26364 -2.44627 4.91070
H 1.17706 -0.37851 4.10826
H 0.60637 -0.09327 5.70433
H -1.43105 0.71773 4.71253
C -3.39408 -4.73137 -1.43850
C -2.08809 -4.50670 -2.19361
O -1.84104 -3.09320 -2.29458
H -4.17450 -4.38820 -2.11758
H -3.42343 -4.20269 -0.48912
H -3.51962 -5.79547 -1.23098
H -2.12339 -4.85186 -3.22566
H -1.22858 -4.97519 -1.70746
H -2.13182 -2.59577 -1.51421
C 1.81731 4.71048 4.18933
C 1.05501 3.41738 4.38508
O 0.98157 2.68114 3.17243
H 2.89151 4.54621 4.10809
H 1.60818 5.42903 4.98119
H 1.51225 5.19785 3.25979
H 0.02453 3.65069 4.67644
H 1.50831 2.85619 5.20661
H 0.55305 1.83641 3.38884
C -5.41124 -0.34670 -4.23791
C -4.23809 -0.99722 -3.50285
O -3.86291 -0.15645 -2.46223
H -5.10213 0.59325 -4.70219
H -6.27957 -0.09171 -3.63158
H -5.73626 -0.97075 -5.07437
H -3.42866 -1.19556 -4.21422
H -4.55620 -1.98816 -3.15741
H -3.45149 -0.66176 -1.74300
C 3.26469 3.23077 0.37272
C 3.52955 4.68899 0.68969
O 2.46671 5.55554 0.30174
H 3.07303 3.13226 -0.70075
H 2.47685 2.77677 0.96994
H 4.17300 2.62379 0.42940
H 4.43123 5.00931 0.16691
H 3.67034 4.85381 1.76148
H 1.63060 5.08128 0.42330
C 4.02899 -0.11707 -1.80983
C 5.12313 -1.02548 -2.36827
O 6.38309 -0.37950 -2.24721
H 3.95302 0.77895 -2.42466
H 4.25664 0.20861 -0.79087
H 3.06217 -0.62104 -1.74966
H 4.91681 -1.22517 -3.41633
H 5.15146 -1.91599 -1.73520
H 6.51675 -0.14918 -1.32413
C -0.72346 3.70487 -1.97257
C -0.46882 5.18171 -2.24314
O -1.52857 5.87188 -2.88112
H -1.68408 3.60732 -1.46067
H 0.05044 3.39284 -1.27003
H -0.77246 3.06881 -2.85533
H 0.46350 5.28684 -2.80932
H -0.29611 5.75765 -1.33335
H -1.63952 5.57188 -3.78735

ΔE to the lowest compared entry with this formula, charge and spin ... 21.1 kcal per mole
Frontier orbital gap ... 0.3451 hartree
M ... 737.104 g/mol
Highest occupied orbital energy ... -9.450 eV

Atom charges from the Löwdin analysis, given in e for atoms 1 to 2: -0.07 -0.33